53
Properties=species:S:1:pos:R:3:forces:R:3 method="wB97M-V/def2-TZVPD" spin_multiplicity=1 homo_lumo_gap_ev=9.257 mol_weight_g_mol=301.330 homo_energy_ha=-0.3371 charge=0
N 0.977205 1.838783 0.237624 0.020 -0.258 -0.592
C 2.366124 1.337645 0.307488 -0.063 -0.105 0.668
C 2.366433 -0.127162 -0.160521 0.118 0.123 -0.046
C 0.904225 -0.584566 -0.070350 0.022 0.537 0.112
C 0.106195 0.649577 0.421102 0.147 0.270 0.021
C -0.339500 0.586546 1.874304 0.016 0.052 -0.039
H 0.796951 2.275197 -0.667823 0.123 -0.234 0.236
H 3.074173 1.937273 -0.261601 -0.224 0.211 -0.031
H 2.666364 1.398459 1.360220 0.166 -0.064 -0.141
H 3.041054 -0.740288 0.434814 0.096 -0.014 0.148
H 2.719194 -0.192690 -1.186469 -0.105 -0.095 -0.123
H 0.744182 -1.434325 0.594554 -0.091 -0.176 -0.242
H 0.568419 -0.869511 -1.061140 -0.036 -0.162 -0.035
H -0.781144 0.748533 -0.192201 -0.047 0.174 -0.080
H -0.973108 -0.276133 2.062081 -0.101 -0.033 0.038
H -0.871415 1.494206 2.156944 -0.172 -0.007 -0.097
H 0.510689 0.562436 2.546409 0.109 -0.095 0.070
H 1.994123 -0.228134 3.762283 0.381 0.255 0.086
H 2.525279 0.651349 4.886782 0.079 0.195 0.394
O 2.544099 0.564671 3.935803 -0.250 -0.262 -0.269
H 0.869585 -0.342843 -3.381402 0.396 -0.170 -0.041
H 1.367094 -1.772239 -3.333934 0.274 0.245 -0.015
O 1.694044 -0.856214 -3.439408 -0.254 0.022 -0.041
H -1.788672 -1.419731 -1.180341 0.214 -0.324 0.056
H -2.208088 -2.873549 -1.412986 -0.234 -0.272 -0.111
O -1.476989 -2.356562 -1.068179 -0.214 0.563 -0.064
H -1.504324 -2.624755 0.703973 -0.022 -0.086 0.530
H -1.034663 -2.383645 2.165235 0.094 0.031 0.178
O -1.797591 -2.654397 1.646818 0.116 -0.195 -0.599
H 1.018514 2.867592 2.032753 -0.129 0.491 -0.160
H 1.719482 2.370534 3.222410 0.066 0.255 0.482
O 1.239808 3.164509 2.935136 0.138 -0.613 -0.315
H -1.514301 0.149344 -2.682898 0.027 -0.008 -0.571
H -1.144440 0.251093 -4.226747 -0.237 -0.083 0.068
O -0.807853 0.368181 -3.334348 -0.088 0.102 0.358
H 1.963311 -2.464917 3.033356 -0.174 0.229 0.085
H 1.466573 -1.353094 2.110765 0.049 0.052 -0.107
O 1.348815 -1.715095 2.995981 0.098 -0.650 0.061
H -4.233322 -0.593587 1.467182 -0.020 0.025 0.221
H -3.196353 -1.728469 1.146841 -0.249 0.436 0.241
O -3.864906 -1.117787 0.756512 0.106 -0.319 -0.354
H -1.604053 2.924803 -1.453599 -0.165 -0.020 0.294
H -1.857931 2.778496 0.062290 0.159 0.110 0.259
O -2.272678 2.638386 -0.789825 -0.005 0.054 -0.524
H -0.141217 -2.857321 -2.130615 0.399 -0.315 -0.121
H 1.099039 -3.805190 -2.188845 0.017 -0.039 0.130
O 0.539239 -3.242177 -2.726564 -0.389 0.006 -0.023
H -0.182282 1.981763 -2.882137 -0.121 0.402 0.097
H 0.175478 3.461488 -3.200737 -0.032 0.005 0.146
O -0.130190 2.886204 -2.490298 0.137 -0.293 -0.336
H -3.323485 -0.321389 -0.718761 0.179 0.168 -0.193
H -2.594142 0.996182 -1.172472 -0.226 -0.314 -0.047
O -2.763047 0.052521 -1.445457 -0.096 0.194 0.337